Record 1
Computed, not measured: a structure of composition C37H26N8O3PS2Ti at a distorted geometry, with ωB97M-V/def2-TZVPD.

XYZ file:
```
78
C37H26N8O3PS2Ti | OMol25 | ωB97M-V/def2-TZVPD
Ti -0.418 -0.751 -0.164
C -1.447 4.243 -4.421
C -0.209 4.705 -3.967
C 0.562 3.944 -3.094
C 0.051 2.723 -2.685
C 0.597 1.698 -1.774
N -0.349 0.678 -1.640
C -1.403 0.941 -2.524
N -2.402 0.219 -2.861
C -2.583 -1.056 -2.369
C -3.574 -1.944 -2.809
C -4.601 -1.857 -3.775
C -5.423 -2.933 -3.968
C -5.252 -4.135 -3.210
C -4.262 -4.244 -2.274
C -3.400 -3.144 -2.056
C -2.309 -2.930 -1.206
N -1.837 -3.870 -0.306
C -0.742 -3.720 0.336
N 0.160 -2.656 0.307
C 1.256 -2.963 1.098
N 2.322 -2.287 1.302
C 2.546 -1.068 0.688
N 1.658 -0.329 -0.049
C 2.304 0.805 -0.477
N 1.768 1.797 -1.269
C 3.623 0.800 -0.009
C 4.717 1.684 -0.161
C 5.905 1.379 0.446
C 6.052 0.183 1.216
C 5.013 -0.694 1.363
C 3.775 -0.398 0.749
C 1.026 -4.293 1.705
C 1.802 -5.046 2.569
C 1.308 -6.283 2.971
C 0.075 -6.745 2.509
C -0.693 -5.984 1.634
C -0.196 -4.752 1.244
N -1.823 -1.657 -1.407
C -1.173 2.266 -3.136
C -1.941 3.009 -4.014
H -2.028 4.858 -5.099
H 0.152 5.672 -4.299
H 1.527 4.281 -2.736
H -4.727 -0.944 -4.346
H -6.219 -2.883 -4.703
H -5.924 -4.967 -3.388
H -4.129 -5.154 -1.700
H 4.608 2.586 -0.754
H 6.753 2.047 0.343
H 7.008 -0.027 1.685
H 5.122 -1.604 1.941
H 2.757 -4.670 2.913
H 1.886 -6.898 3.653
H -0.288 -7.711 2.840
H -1.650 -6.328 1.263
H -2.897 2.632 -4.356
C -0.854 3.921 4.996
C -0.691 2.659 4.176
O -1.612 2.729 3.079
P -1.248 2.247 1.588
S -2.520 2.977 0.350
S 0.024 -0.254 2.744
O 0.277 2.672 1.401
C 0.608 3.995 0.939
C 2.091 4.179 1.150
H -0.196 3.884 5.868
H -1.884 4.027 5.338
H -0.597 4.799 4.402
H -0.923 1.771 4.765
H 0.328 2.556 3.806
H 0.023 4.735 1.494
H 0.340 4.070 -0.114
H 2.346 4.102 2.209
H 2.391 5.165 0.786
H 2.641 3.416 0.601
O -1.898 -0.294 0.969
C -1.075 0.415 1.685
```

Calculated values
LUMO level (alpha / beta) ... 4.3 / 4.3 eV
HOMO-LUMO gap (alpha / beta) ... 4.60 / 4.60 eV
Spin multiplicity ... 2
Net charge ... -2
Largest force on an atom ... 0.022 hartree/bohr
ΔE to the lowest compared entry with this formula, charge and spin ... 77.2 kJ/mol
<S²> ... 0.765
HOMO (alpha / beta) ... -0.3 / -0.3 eV



Record 2
Computed, not measured: a structure of composition C37H27Br2N10O3S3V at a distorted geometry, with ωB97M-V/def2-TZVPD.

XYZ file:
```
83
C37H27Br2N10O3S3V | OMol25 | ωB97M-V/def2-TZVPD
V -0.727 -2.163 -0.317
C -2.439 -3.333 -3.754
C -1.369 -3.324 -4.649
C -0.052 -3.489 -4.271
C 0.210 -3.483 -2.879
N -0.796 -3.198 -2.046
C -2.134 -3.634 -2.340
N 1.441 -3.707 -2.399
C 1.666 -3.895 -1.089
N 0.833 -3.555 -0.008
C 1.408 -3.955 1.156
N 1.050 -3.582 2.372
C 0.110 -2.617 2.637
C 0.205 -1.933 3.924
C -0.396 -0.755 4.186
C -1.501 -0.385 3.332
C -1.530 -0.940 2.083
N -0.724 -2.012 1.713
C 2.659 -4.741 0.781
C 3.530 -5.405 1.607
C 4.688 -5.761 0.963
C 4.841 -5.790 -0.416
C 3.893 -5.187 -1.216
C 2.732 -4.724 -0.597
H -3.506 -3.092 -3.968
H -1.663 -3.183 -5.629
H 0.835 -3.558 -4.916
H -2.265 -4.747 -2.272
H 0.945 -2.318 4.596
H 0.060 -0.084 4.978
H -2.129 0.463 3.544
H -2.124 -0.613 1.239
H 3.308 -5.522 2.655
H 5.585 -6.109 1.527
H 5.735 -6.300 -0.838
H 4.137 -5.077 -2.267
C 3.128 4.437 0.183
N 1.944 5.204 0.610
C 1.419 6.418 0.165
C 0.244 6.606 0.866
N 0.088 5.519 1.756
C 1.086 4.600 1.552
S 1.189 3.026 2.105
C -1.119 5.177 2.411
C -1.582 6.093 3.400
C -2.800 5.714 3.981
C -3.509 4.557 3.550
C -2.956 3.781 2.495
N -1.732 4.080 2.031
H 2.895 3.427 -0.224
H 3.860 4.305 0.996
H 3.653 4.872 -0.703
H 1.904 6.986 -0.631
H -0.410 7.422 0.831
H -0.877 6.850 3.721
H -3.301 6.337 4.725
H -4.469 4.261 4.007
H -3.364 2.756 2.192
Br 4.709 -0.919 -2.944
C 3.126 -0.565 -1.951
C 3.162 -0.574 -0.573
C 1.966 -0.657 0.077
N 0.796 -0.709 -0.542
C 0.749 -0.195 -1.834
C 1.951 -0.224 -2.586
C -0.529 0.310 -2.259
C -0.797 1.373 -3.138
C -2.073 1.812 -3.341
Br -2.337 3.599 -4.067
C -3.136 1.079 -2.812
C -2.815 -0.092 -2.058
N -1.558 -0.438 -1.714
H 4.059 -0.752 -0.081
H 1.989 -0.788 1.191
H 1.853 -0.078 -3.717
H 0.097 2.047 -3.495
H -4.126 1.426 -2.991
H -3.611 -0.653 -1.556
O -5.550 0.367 1.274
S -5.678 1.791 0.929
O -5.215 2.241 -0.382
O -5.870 2.783 1.983
S -2.971 -2.905 -0.863
```

Calculated values
LUMO level (alpha / beta) ... -4.4 / -4.2 eV
HOMO-LUMO gap (alpha / beta) ... 5.04 / 4.60 eV
Spin multiplicity ... 2
Net charge ... +1
Largest force on an atom ... 0.079 hartree/bohr
ΔE to the lowest compared entry with this formula, charge and spin ... 165.1 kJ/mol
<S²> ... 1.038
HOMO (alpha / beta) ... -9.5 / -8.8 eV



Record 3
Computed, not measured: a cluster of 6 separate species, C37H27F10N5O15S in total, with ωB97M-V/def2-TZVPD.

XYZ file:
```
95
C37H27F10N5O15S | OMol25 | ωB97M-V/def2-TZVPD
O 2.143 3.033 3.582
C 1.514 2.639 2.675
O 0.543 1.683 2.728
C 0.422 1.120 1.455
F 1.330 0.106 1.341
C 0.887 2.260 0.539
S -0.257 3.123 -0.560
O 0.540 4.090 -1.240
O -0.994 2.107 -1.239
C -1.443 4.181 0.477
F -1.472 5.352 -0.145
F -0.899 4.343 1.694
C -2.935 3.725 0.619
F -3.640 4.824 0.915
F -3.359 3.272 -0.564
C -3.216 2.667 1.737
F -2.076 1.999 2.034
F -3.634 3.295 2.838
C -4.289 1.609 1.357
F -3.860 0.839 0.362
F -4.523 0.839 2.415
F -5.421 2.210 1.001
O 1.620 3.108 1.395
H -0.578 0.741 1.264
H 1.554 1.840 -0.229
C 4.603 3.341 5.669
C 5.500 2.941 6.651
C 6.858 3.163 6.484
C 7.286 3.787 5.326
C 6.411 4.194 4.335
C 5.056 3.964 4.516
N 8.729 4.032 5.145
O 9.483 3.648 6.018
O 9.083 4.604 4.131
H 3.544 3.164 5.790
H 5.141 2.461 7.551
H 7.575 2.861 7.233
H 6.787 4.678 3.446
H 4.348 4.271 3.760
C -2.374 3.888 7.622
C -1.562 3.490 8.676
C -0.195 3.718 8.626
C 0.325 4.348 7.511
C -0.461 4.751 6.448
C -1.825 4.514 6.511
N 1.779 4.599 7.449
O 2.463 4.200 8.373
O 2.205 5.176 6.469
H -3.440 3.710 7.668
H -1.991 3.002 9.540
H 0.457 3.416 9.432
H -0.010 5.235 5.595
H -2.460 4.821 5.690
C -2.853 -3.607 -3.865
C -3.164 -3.438 -2.522
C -2.394 -2.602 -1.730
C -1.322 -1.950 -2.312
C -0.996 -2.097 -3.649
C -1.774 -2.938 -4.427
N -0.495 -1.063 -1.481
O -0.776 -0.963 -0.298
O 0.433 -0.482 -2.008
H -3.458 -4.266 -4.473
H -4.006 -3.963 -2.091
H -2.613 -2.460 -0.682
H -0.150 -1.569 -4.063
H -1.530 -3.078 -5.471
C 4.521 -4.317 -2.583
C 3.214 -4.419 -2.125
C 2.193 -4.750 -3.002
C 2.513 -4.973 -4.329
C 3.805 -4.875 -4.810
C 4.815 -4.543 -3.921
N 1.429 -5.324 -5.267
O 0.301 -5.383 -4.817
O 1.723 -5.520 -6.430
H 5.314 -4.060 -1.893
H 2.987 -4.241 -1.083
H 1.169 -4.833 -2.670
H 4.010 -5.054 -5.855
H 5.834 -4.459 -4.276
C -5.116 -4.637 -10.068
C -4.163 -5.590 -9.733
C -4.072 -6.056 -8.431
C -4.950 -5.550 -7.490
C -5.906 -4.599 -7.797
C -5.983 -4.142 -9.103
N -4.862 -6.046 -6.104
O -3.999 -6.862 -5.849
O -5.651 -5.598 -5.291
H -5.183 -4.279 -11.087
H -3.486 -5.973 -10.485
H -3.337 -6.794 -8.146
H -6.570 -4.230 -7.030
H -6.723 -3.399 -9.367
```

Calculated values
LUMO level ... -0.7 eV
HOMO-LUMO gap ... 8.81 eV
Net charge ... 0
Structure (SMILES) ... O=C1O[C@H](F)[C@@H](S(=O)(=O)C(F)(F)C(F)(F)C(F)(F)C(F)(F)F)O1.O=[N+]([O-])c1ccccc1.O=[N+]([O-])c1ccccc1.O=[N+]([O-])c1ccccc1.O=[N+]([O-])c1ccccc1.O=[N+]([O-])c1ccccc1
Largest force on an atom ... 0.015 hartree/bohr
HOMO ... -9.5 eV



Record 4
Computed, not measured: a structure of composition C37H27N5RuS3 at a distorted geometry, with ωB97M-V/def2-TZVPD.

XYZ file:
```
73
C37H27N5RuS3 | OMol25 | ωB97M-V/def2-TZVPD
Ru 0.038 0.900 0.159
S 0.062 -0.344 5.901
C -0.064 -1.102 7.419
C -0.052 -2.459 7.313
C 0.068 -2.888 5.967
C 0.134 -1.853 5.078
C 0.258 -1.923 3.616
C 0.101 -0.762 2.825
N 0.225 -0.765 1.517
C 0.528 -1.915 0.873
C 0.655 -3.120 1.552
C 0.910 -4.319 0.796
C 1.011 -4.286 -0.548
C 0.893 -3.047 -1.273
C 0.925 -2.970 -2.678
C 0.755 -1.765 -3.317
C 0.642 -0.621 -2.496
N 0.628 -0.663 -1.183
C 0.697 -1.868 -0.561
C 0.638 -1.633 -4.777
C 0.383 -0.501 -5.500
C 0.223 -0.750 -6.888
C 0.364 -2.068 -7.192
S 0.687 -3.009 -5.808
C 0.512 -3.101 2.952
H -0.144 -0.504 8.313
H -0.130 -3.125 8.159
H 0.090 -3.931 5.680
H -0.141 0.196 3.272
H 1.002 -5.255 1.332
H 1.171 -5.196 -1.112
H 1.065 -3.878 -3.256
H 0.567 0.368 -2.933
H 0.309 0.487 -5.067
H 0.008 0.012 -7.621
H 0.286 -2.543 -8.157
H 0.608 -4.027 3.506
N -1.882 0.018 -0.434
C -2.870 0.764 0.315
C -3.652 0.140 1.268
C -4.607 0.875 1.959
C -4.772 2.222 1.674
C -3.965 2.834 0.724
C -2.997 2.118 0.028
C -2.084 2.748 -0.956
C -2.503 3.852 -1.701
C -1.629 4.522 -2.541
C -0.319 4.088 -2.663
C 0.100 2.967 -1.955
C -0.767 2.287 -1.099
H -1.977 -0.979 -0.286
H -1.924 0.257 -1.420
H -3.513 -0.916 1.474
H -5.224 0.389 2.703
H -5.525 2.799 2.192
H -4.079 3.892 0.530
H -3.527 4.193 -1.617
H -1.971 5.386 -3.097
H 0.374 4.614 -3.308
H 1.127 2.629 -2.070
C 3.785 -0.176 -0.070
C 3.345 1.221 0.238
C 4.147 2.324 0.050
C 3.624 3.582 0.371
N 2.412 3.767 0.870
C 1.717 2.642 1.055
S 0.115 2.686 1.734
N 2.104 1.386 0.745
H 4.869 -0.243 -0.125
H 3.371 -0.497 -1.030
H 3.417 -0.858 0.696
H 5.153 2.216 -0.330
H 4.214 4.479 0.212
```

Calculated values
LUMO level (alpha / beta) ... -3.5 / -3.7 eV
HOMO-LUMO gap (alpha / beta) ... 6.78 / 6.50 eV
Spin multiplicity ... 2
Net charge ... +1
Largest force on an atom ... 0.038 hartree/bohr
ΔE to the lowest compared entry with this formula, charge and spin ... 91.1 kJ/mol
<S²> ... 0.755
HOMO (alpha / beta) ... -10.3 / -10.2 eV



Record 5
Computed, not measured: a structure of composition C37H27N6O6RhS2, with ωB97M-V/def2-TZVPD.

XYZ file:
```
79
C37H27N6O6RhS2 | OMol25 | ωB97M-V/def2-TZVPD
Rh -0.295 -0.170 -0.865
O -1.161 -6.538 1.335
C -0.368 -6.245 0.429
O 0.307 -6.923 -0.356
C -0.280 -4.708 0.156
C 0.475 -4.228 -0.906
C 0.493 -2.869 -1.157
N -0.194 -2.044 -0.361
C -0.943 -2.472 0.660
C -0.997 -3.824 0.948
C -1.680 -1.391 1.333
C -2.527 -1.591 2.412
C -3.161 -0.502 2.982
C -2.914 0.766 2.478
C -2.067 0.898 1.394
N -1.487 -0.154 0.821
C 1.157 -2.181 -2.277
C 1.977 -2.824 -3.183
C 2.595 -2.085 -4.176
C 2.377 -0.719 -4.235
C 1.534 -0.135 -3.307
N 0.931 -0.851 -2.362
H 1.002 -4.955 -1.508
H -1.594 -4.244 1.747
H -2.684 -2.591 2.790
H -3.840 -0.642 3.812
H -3.378 1.643 2.906
H -1.834 1.857 0.952
H 2.140 -3.889 -3.097
H 3.244 -2.571 -4.891
H 2.848 -0.104 -4.988
H 1.330 0.924 -3.299
C 0.353 6.252 0.507
C 0.909 5.119 -0.286
C 2.238 4.869 -0.471
C 2.605 3.715 -1.180
N 1.705 2.861 -1.652
C 0.411 3.082 -1.424
S -0.831 2.007 -1.910
N 0.034 4.236 -0.806
C 4.040 3.397 -1.439
H 1.036 7.098 0.506
H 0.213 5.921 1.538
H -0.613 6.574 0.118
H 2.985 5.536 -0.067
H -0.957 4.337 -0.629
H 4.686 3.833 -0.677
H 4.328 3.802 -2.412
H 4.178 2.318 -1.469
O -6.756 -3.716 1.729
C -6.301 -2.448 1.659
O -6.710 -1.624 2.431
C -5.286 -2.140 0.606
C -5.070 -0.796 0.306
C -4.108 -0.430 -0.613
C -3.315 -1.398 -1.236
S -2.004 -0.931 -2.314
C -3.552 -2.744 -0.957
C -4.532 -3.111 -0.047
H -6.405 -4.249 1.004
H -5.665 -0.053 0.820
H -3.940 0.614 -0.847
H -2.931 -3.498 -1.423
H -4.642 -4.166 0.181
O 0.444 2.375 1.307
C 1.373 1.609 1.092
N 1.340 0.505 0.290
C 2.577 -0.128 0.307
O 2.866 -1.165 -0.245
C 3.506 0.706 1.143
C 4.844 0.563 1.438
C 5.424 1.531 2.256
C 4.674 2.590 2.760
C 3.319 2.717 2.458
C 2.762 1.759 1.639
H 5.415 -0.270 1.050
H 6.473 1.458 2.514
H 5.153 3.318 3.403
H 2.722 3.530 2.853
```

Calculated values
LUMO level ... -1.1 eV
HOMO-LUMO gap ... 6.75 eV
Net charge ... 0
Largest force on an atom ... 0.012 hartree/bohr
ΔE to the lowest compared entry with this formula, charge and spin ... 16.0 kJ/mol
HOMO ... -7.8 eV



Record 6
Computed, not measured: a structure of composition C37H28Cl4N5O9S5SbZr at a distorted geometry, with ωB97M-V/def2-TZVPD.

XYZ file:
```
90
C37H28Cl4N5O9S5SbZr | OMol25 | ωB97M-V/def2-TZVPD
Zr 0.036 0.080 0.364
O -1.053 2.110 6.873
C -0.517 2.146 5.630
O 0.252 3.025 5.345
C -0.969 1.106 4.696
C -2.087 0.266 4.743
Cl -3.100 -0.060 6.069
N -2.174 -0.406 3.580
N -1.153 -0.077 2.790
C -0.427 0.829 3.422
C 0.720 1.395 2.635
O 1.832 1.594 3.083
O 0.355 1.670 1.423
C -3.177 -1.268 3.109
C -4.497 -1.121 3.512
C -5.453 -2.007 3.046
C -5.095 -3.031 2.181
C -3.790 -3.140 1.734
C -2.827 -2.260 2.200
H -1.709 1.400 6.966
H -4.794 -0.316 4.168
H -6.478 -1.902 3.383
H -5.835 -3.752 1.858
H -3.484 -3.947 1.080
H -1.815 -2.301 1.828
S -1.114 -3.732 4.156
Sb 0.226 -4.283 2.327
S 1.267 -1.424 1.983
S 0.429 -2.410 0.394
S -1.263 -5.695 1.230
Cl -0.808 4.204 -5.620
C -0.582 2.961 -4.444
C 0.280 3.187 -3.384
C 0.444 2.186 -2.448
Cl 1.369 2.451 -1.023
C -0.204 0.927 -2.523
O 0.003 -0.020 -1.675
C -1.086 0.786 -3.619
Cl -1.983 -0.674 -3.693
C -1.289 1.775 -4.559
H 0.802 4.125 -3.272
H -1.993 1.625 -5.363
C 5.032 1.779 -5.243
C 5.631 1.498 -3.897
C 5.038 1.957 -2.728
C 5.602 1.710 -1.490
C 6.762 0.943 -1.388
N 7.379 0.646 -0.172
C 6.904 0.658 1.126
O 7.691 0.822 2.044
N 5.573 0.466 1.333
C 4.622 -0.115 0.484
C 4.944 -1.144 -0.415
C 3.939 -1.623 -1.235
C 2.663 -1.090 -1.147
N 2.336 -0.137 -0.250
C 3.311 0.328 0.541
C 7.376 0.502 -2.561
C 6.820 0.783 -3.792
H 4.226 2.501 -5.163
H 4.628 0.867 -5.683
H 5.791 2.167 -5.922
H 4.123 2.530 -2.774
H 5.145 2.127 -0.608
H 8.386 0.560 -0.208
H 5.261 0.687 2.270
H 5.940 -1.553 -0.451
H 4.139 -2.411 -1.946
H 1.864 -1.435 -1.795
H 3.021 1.069 1.281
H 8.299 -0.059 -2.498
H 7.319 0.443 -4.689
C -8.017 -1.951 -0.741
C -6.700 -1.237 -0.670
C -5.544 -1.824 -1.167
C -4.316 -1.198 -1.023
C -4.238 0.028 -0.389
C -5.383 0.629 0.103
C -6.607 0.002 -0.047
S -2.647 0.659 0.140
O -2.884 1.260 1.432
O -2.012 1.569 -0.805
O -1.829 -0.577 0.202
H -8.011 -2.712 -1.516
H -8.827 -1.257 -0.949
H -8.217 -2.434 0.215
H -5.597 -2.800 -1.625
H -3.413 -1.677 -1.367
H -5.282 1.561 0.634
H -7.498 0.455 0.364
```

Calculated values
LUMO level ... 3.5 eV
HOMO-LUMO gap ... 4.70 eV
Net charge ... -2
Largest force on an atom ... 0.070 hartree/bohr
ΔE to the lowest compared entry with this formula, charge and spin ... 505.8 kJ/mol
HOMO ... -1.2 eV